# 1
The following is a quantum chemistry calculation of a 2-piece molecular cluster, C10H10ClF2NO overall in a non-equilibrium geometry, from OMol25.

Output
Energy relative to the best compared isomer or geometry (same formula, charge and spin), eV: 3.3335
Orbital gap (spin up / spin down), hartree: 0.2734 / 0.2796
Energy, Eh: -1176.8096

ORCA input file:
```
! RIJCOSX wB97M-V def2-TZVPD def2/J DEFGRID3
* xyz 0 1
C 1.2195 1.0534 -1.0633
C 0.0739 0.5837 -1.6689
C 1.2562 -0.4080 0.8400
C 0.1312 -0.9735 0.2760
C 1.8713 0.6015 0.1384
C -0.5067 -0.5388 -0.9914
C -0.7395 -2.0967 0.7973
C -1.8035 -2.1411 -0.3845
C 3.0522 1.2444 0.6700
C -3.1175 0.8275 -0.1887
N -1.5961 -1.1277 -1.3061
O 3.2365 2.6076 0.5517
F -4.4221 0.6279 -0.3336
F -2.8227 0.5646 1.1684
Cl -2.4157 2.1667 -0.8082
H 1.7408 1.9883 -1.5665
H -0.2461 1.1263 -2.5487
H 1.5574 -0.7272 1.8388
H -0.3736 -3.0386 0.9541
H -1.2980 -1.7814 1.6811
H -1.6544 -3.0217 -0.8793
H -2.8921 -2.1473 -0.1899
H 3.2358 0.8872 1.7583
H 3.9295 0.8499 0.0914
H 2.5838 2.8731 1.1636
*
```

***

# 2
The following is a quantum chemistry calculation of one molecule with the formula C10H10ClN in a non-equilibrium geometry, from OMol25.

Output
Energy relative to the best compared isomer or geometry (same formula, charge and spin), eV: 2.0823
Orbital gap, hartree: 0.3081
Energy, Eh: -901.8818

ORCA input file:
```
! RIJCOSX wB97M-V def2-TZVPD def2/J DEFGRID3
* xyz 0 1
C -0.9313 0.7420 -2.6396
C -1.4208 -0.5043 -2.3365
C -0.1038 1.4547 -1.7971
C -1.1408 -1.1466 -1.1439
C 0.2298 0.8181 -0.5560
C -0.2946 -0.4877 -0.2292
C 1.0649 1.3667 0.5287
C 1.6010 2.4988 0.8963
C 0.5248 -0.0520 1.9332
C 0.0881 -2.3738 1.5248
N 0.0527 -1.0093 1.0477
Cl -0.6662 0.8669 2.7651
H -1.0514 0.9383 -3.6783
H -1.9400 -0.8986 -3.2307
H 0.3385 2.4191 -2.0971
H -1.4871 -2.0889 -0.8023
H 2.0444 2.6146 1.9683
H 1.6268 3.3575 0.1440
H 1.3586 -0.3800 2.5377
H 0.5433 -2.9744 0.8402
H 0.5506 -2.4019 2.5713
H -0.9878 -2.7595 1.7534
*
```

***

# 3
The following is a quantum chemistry calculation of C10H10ClN2O2RuSSbSe4 as an isolated structure, from OMol25.

Output
⟨S²⟩: 0.7628
Energy relative to the best compared isomer or geometry (same formula, charge and spin), eV: 0.3122
Orbital gap (spin up / spin down), hartree: 0.2235 / 0.2212
Energy, Eh: -11446.5014

ORCA input file:
```
! RIJCOSX wB97M-V def2-TZVPD def2/J DEFGRID3
* xyz -1 2
Ru -1.3789 0.3258 0.0895
Se -5.8204 -1.9696 1.4197
Sb -3.5956 -1.4961 2.2194
Se -2.9922 0.9206 1.7109
Se -1.7450 -1.9937 0.5098
Se -3.0715 -1.8795 4.5608
Cl 2.1339 2.8471 -5.9903
C 1.4015 1.9719 -4.6681
C 1.6683 0.5969 -4.5157
C 1.1005 -0.1128 -3.4965
C 0.2254 0.4941 -2.5426
O -0.2904 -0.2335 -1.6302
C -0.0170 1.8949 -2.7167
C -0.8880 2.6523 -1.8644
O -1.4379 2.2964 -0.8202
C 0.5697 2.5988 -3.7918
H 2.3264 0.1076 -5.2241
H 1.2882 -1.1727 -3.3812
H -1.0868 3.6804 -2.2007
H 0.3489 3.6551 -3.9130
S 0.4978 1.0761 1.1806
C 0.7901 -0.1993 2.3248
N 0.1103 -0.4594 3.4185
C 0.5364 -1.7226 4.0335
C 1.6354 -2.2121 3.0697
N 1.8038 -1.0575 2.1762
H -0.8025 -0.0380 3.5730
H -0.3171 -2.3870 4.0869
H 0.9123 -1.5386 5.0387
H 1.2984 -3.0723 2.4929
H 2.5649 -2.4522 3.5811
H 2.2310 -1.1210 1.2695
*
```

***

# 4
The following is a quantum chemistry calculation of one molecule with the formula C10H10ClP in a non-equilibrium geometry, from OMol25.

Output
Energy relative to the best compared isomer or geometry (same formula, charge and spin), eV: 0.2411
Structure (SMILES): Clc1ccccc1P1C=CCC1
Orbital gap, hartree: 0.3361
Energy, Eh: -1188.5205

ORCA input file:
```
! RIJCOSX wB97M-V def2-TZVPD def2/J DEFGRID3
* xyz 0 1
C 2.1558 -2.0691 0.5204
C 3.3844 -1.5085 -0.0044
C 1.1085 -1.2001 0.9072
C 3.4361 -0.1053 -0.3142
C 1.1692 0.1525 0.6137
C 2.3406 0.6610 0.0448
C -2.4880 0.3389 0.5561
C -1.5289 0.2000 1.4357
C -2.3415 1.1720 -0.6459
C -0.9520 1.8913 -0.5390
P -0.1176 1.3954 1.0978
Cl 2.4496 2.4274 0.0479
H 2.0800 -3.0797 0.6373
H 4.3528 -2.1105 -0.1581
H 0.1841 -1.6315 1.2737
H 4.3596 0.3147 -0.5555
H -3.3926 -0.1751 0.5194
H -1.2854 -0.4303 2.3995
H -2.4986 0.4650 -1.6068
H -3.0855 1.9610 -0.4731
H -0.3637 1.4566 -1.5027
H -1.0502 3.0161 -0.5648
*
```

***

# 5
The following is a quantum chemistry calculation of a 2-piece molecular cluster, C10H10F3N4O2 overall, from OMol25.

Output
Orbital gap, hartree: 0.3575
Energy, Eh: -1055.8642

ORCA input file:
```
! RIJCOSX wB97M-V def2-TZVPD def2/J DEFGRID3
* xyz 1 1
F 4.8788 -1.0519 1.5979
C 3.5879 -0.9868 1.1788
F 2.8060 -0.6473 2.1942
F 3.2566 -2.2002 0.7241
C 3.5424 0.0553 0.0738
N 4.6447 0.4908 -0.5339
C 4.3158 1.4586 -1.4475
C 2.9648 1.5622 -1.4139
N 2.5077 0.7295 -0.4218
C 1.1182 0.5463 -0.0585
C 0.2839 1.6412 0.0518
C -1.0334 1.3709 0.3920
C -1.4283 0.0605 0.6161
C -0.4757 -0.9441 0.4971
N 0.7905 -0.7058 0.1543
H 5.5671 0.1561 -0.2936
H 5.0438 1.9574 -2.0610
H 2.3200 2.1786 -2.0131
H 0.6477 2.6509 -0.0801
H -1.7461 2.1769 0.4902
H -2.4475 -0.1844 0.8754
H -0.7483 -1.9770 0.6650
C -6.3641 -1.3667 -0.4007
N -5.0337 -0.9553 0.1230
O -4.8942 0.1841 0.5171
O -4.1540 -1.7930 0.1248
H -7.0304 -0.5160 -0.3350
H -6.2167 -1.6923 -1.4256
H -6.7032 -2.1982 0.2091
*
```

***

# 6
The following is a quantum chemistry calculation of C10H10F3NReS2SbSe4 as an isolated structure in a non-equilibrium geometry, from OMol25.

Output
⟨S²⟩: 3.7938
Orbital gap (spin up / spin down), hartree: 0.1714 / 0.1600
Energy, Eh: -11462.1378

ORCA input file:
```
! RIJCOSX wB97M-V def2-TZVPD def2/J DEFGRID3
* xyz -1 4
Re 1.1410 -0.1214 0.3395
C 2.9424 3.9427 -1.2172
C 2.4755 2.5207 -1.1158
S 2.2908 1.8815 0.5439
C 2.2564 1.7077 -2.1585
C 2.4129 2.1021 -3.5942
S 1.7796 0.0213 -1.8950
H 2.9361 4.4165 -0.2364
H 2.2999 4.5279 -1.8774
H 3.9621 4.0008 -1.6038
H 2.8593 3.0903 -3.6931
H 1.4462 2.1074 -4.1032
H 3.0506 1.3873 -4.1183
F -5.4804 0.2476 1.7770
C -5.0887 -0.9227 1.2425
F -5.4011 -1.8927 2.1062
F -5.8171 -1.1143 0.1275
C -3.6101 -0.8966 0.9215
C -3.1220 0.0929 0.0726
C -1.7707 0.1409 -0.1804
N -0.9091 -0.7299 0.3740
C -1.3865 -1.7222 1.1335
C -2.7392 -1.8272 1.4417
H -3.7800 0.8138 -0.3917
H -1.3403 0.8888 -0.8352
H -0.6599 -2.4425 1.4946
H -3.0764 -2.6368 2.0714
Se 4.9569 -4.1711 2.9540
Sb 2.5827 -4.1669 2.7788
Se 2.1872 -2.0343 1.1052
Se 1.3430 -3.3032 4.7616
Se 1.2585 -5.9082 1.7747
*
```

***

# 7
The following is a quantum chemistry calculation of a 2-piece molecular cluster, C10H10INO overall in a non-equilibrium geometry, from OMol25.

Output
Energy relative to the best compared isomer or geometry (same formula, charge and spin), eV: 0.6463
Structure (SMILES): C/C=C/c1ccccc1.[O-][N+]#CI
Orbital gap, hartree: 0.3009
Energy, Eh: -814.5602

ORCA input file:
```
! RIJCOSX wB97M-V def2-TZVPD def2/J DEFGRID3
* xyz 0 1
C -1.2776 -0.2020 2.6827
C -0.9696 -1.3392 2.0005
C -1.2632 1.0348 2.0014
C -0.6886 -1.3143 0.6278
C -0.9774 1.0427 0.6338
C -0.6158 -0.1203 -0.0387
C 2.2798 -1.8313 1.0020
C -0.3134 0.0956 -1.5509
C 0.1249 1.1706 -2.0915
C 0.3134 1.4077 -3.4612
N 2.3070 -1.9578 2.1735
O 2.1218 -2.1975 3.2958
I 3.1047 -0.8743 -0.5889
H -1.4569 -0.2570 3.7143
H -0.8743 -2.2450 2.3984
H -1.5278 1.9167 2.5126
H -0.5133 -2.1607 -0.0094
H -0.8403 2.0383 0.2572
H -0.7265 -0.7169 -2.1505
H 0.5212 2.0230 -1.5415
H 1.3108 1.7800 -3.7776
H -0.4333 2.1778 -3.8473
H 0.3943 0.5290 -4.2429
*
```

***

# 8
The following is a quantum chemistry calculation of a 2-piece molecular cluster, C10H10N2O2 overall in a non-equilibrium geometry, from OMol25.

Output
Energy relative to the best compared isomer or geometry (same formula, charge and spin), eV: 1.5290
Structure (SMILES): O=c1cc[nH]c(=O)[nH]1.c1ccccc1
Orbital gap, hartree: 0.3570
Energy, Eh: -647.0458

ORCA input file:
```
! RIJCOSX wB97M-V def2-TZVPD def2/J DEFGRID3
* xyz 0 1
C -2.7776 -0.4509 -0.4883
C -2.3209 -1.2000 0.6897
C -1.3833 -0.6414 1.5051
C -1.4450 1.5252 0.1971
C 1.5930 0.5704 -1.5789
C 2.0237 1.3623 -0.4254
C 2.3263 0.5839 0.6779
C 2.1218 -0.8315 0.7811
C 1.7468 -1.5613 -0.3816
C 1.5521 -0.8508 -1.5866
H -2.8615 1.2957 -1.3416
H -2.7504 -2.2093 0.8643
H -1.0670 -1.0080 2.5318
H -0.2043 1.0548 1.8569
H 1.2357 0.9923 -2.4939
H 2.0602 2.4020 -0.5891
H 2.8029 0.9738 1.6240
H 2.4836 -1.3880 1.6611
H 1.8480 -2.6184 -0.4194
H 1.1413 -1.3908 -2.3792
N -2.1779 0.7725 -0.7059
N -0.9250 0.6778 1.1842
O -3.7847 -0.7902 -1.1929
O -1.2378 2.7300 0.0098
*
```

***

# 9
The following is a quantum chemistry calculation of one molecule with the formula C10H10N2O2 in a non-equilibrium geometry, from OMol25.

Output
Energy relative to the best compared isomer or geometry (same formula, charge and spin), eV: 4.7323
Structure (SMILES): [H]/N=C(/NO)C1=Cc2ccccc2OC1
Orbital gap, hartree: 0.3053
Energy, Eh: -646.9281

ORCA input file:
```
! RIJCOSX wB97M-V def2-TZVPD def2/J DEFGRID3
* xyz 0 1
N 0.5167 2.8441 2.2042
O 2.8846 3.4358 1.6991
O -1.6898 -0.4049 0.8788
C 1.0481 2.1630 1.2645
C 0.7626 0.2114 -0.2890
C 0.2384 1.1295 0.5881
C -1.4484 -3.1890 -1.5313
C -0.2902 -2.8263 -2.3270
C -1.9057 -2.3967 -0.4349
C 0.3256 -1.5570 -2.0053
C -1.1963 -1.2278 -0.0941
C -0.0563 -0.8541 -0.8298
N 2.2830 2.5074 0.8799
C -1.2089 1.0180 0.8445
H -0.4734 2.6343 2.4226
H 2.1747 3.7259 2.2985
H 1.8521 0.0554 -0.6234
H -2.0192 -4.1738 -1.7825
H 0.1119 -3.4575 -3.0451
H -2.7484 -2.7512 0.0187
H 1.3030 -1.3307 -2.4382
H 2.7581 1.7337 0.4402
H -1.5429 1.2685 1.8836
H -1.6793 1.4422 -0.0221
*
```